--- one ---
# C4H12NOS

2 unconnected molecules or ions with the total composition C4H12NOS (the ωB97M-V functional and the def2-TZVPD basis, the OMol25 dataset).

Values from the calculation:
LUMO energy: 3.39 eV
charge: -1
orbital gap: 6.38 eV

XYZ file:
```
19
C4H12NOS (the ωB97M-V functional and the def2-TZVPD basis)
S 3.479 -1.066 0.356
O 2.624 2.154 0.014
N -0.643 -0.813 -0.505
C -1.444 0.416 -0.173
C 1.656 -1.276 0.489
C -2.895 0.127 -0.047
C 0.798 -0.505 -0.487
H 1.132 -0.982 1.482
H 0.865 0.579 -0.244
H -0.762 -1.432 0.329
H 1.820 2.165 -0.549
H 1.357 -2.406 0.397
H 1.257 -0.554 -1.427
H -3.147 -0.716 0.710
H -3.467 -0.059 -0.944
H -1.157 0.891 0.799
H -0.943 1.331 -0.903
H 2.956 1.197 0.268
H -3.487 0.948 0.435
```

--- two ---
# C4H12NOS

2 unconnected molecules or ions with the total composition C4H12NOS (the ωB97M-V functional and the def2-TZVPD basis, the OMol25 dataset).

Values from the calculation:
LUMO energy: 3.46 eV
charge: -1
orbital gap: 6.09 eV

XYZ file:
```
19
C4H12NOS (the ωB97M-V functional and the def2-TZVPD basis)
S 1.908 0.261 -1.127
O 0.676 -0.032 -4.566
N -0.907 0.648 1.765
C 0.563 -0.353 -0.070
C -2.879 -0.488 2.761
C 0.498 0.354 1.276
C -1.751 -0.557 1.734
H -2.618 -1.045 3.658
H -1.154 -1.467 1.951
H -2.159 -0.665 0.722
H 0.653 -1.426 0.143
H -0.394 -0.263 -0.585
H -0.765 0.836 2.752
H 0.967 1.327 1.219
H -3.050 0.547 3.077
H -3.721 -1.017 2.347
H 0.978 -0.238 2.068
H 1.313 0.698 -4.439
H 0.696 -0.442 -3.686
```

--- three ---
# C4H12NOS

2 unconnected molecules or ions with the total composition C4H12NOS (the ωB97M-V functional and the def2-TZVPD basis, the OMol25 dataset).

Values from the calculation:
LUMO energy: 3.41 eV
charge: -1
orbital gap: 5.87 eV

XYZ file:
```
19
C4H12NOS (the ωB97M-V functional and the def2-TZVPD basis)
S -0.163 -3.750 -1.424
O -2.486 1.103 -0.712
N 0.074 -0.010 0.226
C 1.215 0.891 0.436
C -0.695 -2.061 -0.981
C 0.886 1.909 1.545
C 0.491 -1.175 -0.576
H -0.380 -0.231 1.105
H 1.345 1.439 -0.501
H 0.603 2.861 1.097
H -2.906 0.342 -1.156
H 2.169 0.389 0.614
H 1.733 2.105 2.199
H -1.559 0.785 -0.545
H -1.222 -1.640 -1.843
H 0.949 -0.801 -1.497
H -1.404 -1.981 -0.139
H 1.260 -1.768 -0.071
H 0.090 1.593 2.220
```

Order of stability, best first: three, two, one

--- one ---
# C4H12NOS

2 unconnected molecules or ions with the total composition C4H12NOS (the ωB97M-V functional and the def2-TZVPD basis, the OMol25 dataset).

Values from the calculation:
LUMO energy: 3.79 eV
charge: -1
orbital gap: 6.75 eV

XYZ file:
```
19
C4H12NOS (the ωB97M-V functional and the def2-TZVPD basis)
S 1.696 -1.997 -0.071
O 2.729 0.143 -2.800
N 0.015 0.155 1.658
C -1.393 0.119 2.238
C 0.186 -1.073 -0.600
C -1.000 1.117 -0.385
C 0.214 0.332 0.253
H -1.556 -0.875 2.659
H 1.147 0.760 0.083
H -1.390 1.963 0.229
H -1.800 0.342 -0.660
H 2.893 -0.740 -3.074
H 0.385 -0.527 -1.638
H -2.170 -0.010 1.424
H 0.521 -0.767 1.619
H -1.582 1.045 2.743
H -0.577 1.602 -1.347
H 2.534 -0.149 -1.882
H -0.851 -1.438 -0.449
```

--- two ---
# C4H12NOS

2 unconnected molecules or ions with the total composition C4H12NOS (the ωB97M-V functional and the def2-TZVPD basis, the OMol25 dataset).

Values from the calculation:
LUMO energy: 2.63 eV
charge: -1
orbital gap: 4.98 eV

XYZ file:
```
19
C4H12NOS (the ωB97M-V functional and the def2-TZVPD basis)
S 1.986 0.354 2.099
O -4.257 6.276 -0.109
N -0.214 -1.209 -0.906
C 0.841 -2.218 -1.047
C 0.517 0.580 0.932
C -0.472 -0.483 0.397
C 2.070 -2.426 -0.186
H -0.260 -0.532 -1.652
H 2.916 -2.206 -0.826
H 1.108 1.061 0.169
H 2.023 -3.373 0.303
H -3.535 5.636 -0.288
H -0.365 -1.353 1.093
H 1.217 -2.112 -2.078
H 0.255 -3.167 -1.003
H 2.152 -1.655 0.645
H -0.025 1.146 1.675
H -1.408 0.068 0.224
H -4.549 5.615 0.559
```

Order of stability, best first: one, two

--- one ---
# CH12NO4

5 unconnected molecules or ions with the total composition CH12NO4 (the ωB97M-V functional and the def2-TZVPD basis, the OMol25 dataset).

Values from the calculation:
LUMO energy: -4.52 eV
charge: +1
orbital gap: 10.05 eV

XYZ file:
```
18
CH12NO4 (the ωB97M-V functional and the def2-TZVPD basis)
O -0.441 -2.762 -1.394
O -0.707 1.137 -3.141
O 0.907 0.990 -0.217
O -0.897 2.523 1.797
N 1.260 -0.824 1.651
C 0.370 -1.648 2.008
H -1.363 1.813 -3.386
H 0.456 1.746 0.310
H -0.602 -3.690 -1.298
H 1.904 -0.425 2.347
H -0.998 3.131 2.509
H 0.991 -0.178 0.784
H 0.970 1.368 -1.101
H 0.510 -2.174 3.020
H -0.495 -2.578 -2.319
H -0.093 0.926 -3.874
H -0.130 -2.138 1.137
H -1.643 2.783 1.166
```

--- two ---
# CH12NO4

5 unconnected molecules or ions with the total composition CH12NO4 (the ωB97M-V functional and the def2-TZVPD basis, the OMol25 dataset).

Values from the calculation:
LUMO energy: -6.27 eV
charge: +1
orbital gap: 8.50 eV

XYZ file:
```
18
CH12NO4 (the ωB97M-V functional and the def2-TZVPD basis)
O -0.627 -3.331 -1.961
O 2.393 -0.239 -0.565
O -1.761 4.223 -0.465
O 1.139 -0.996 2.849
N -0.560 -0.403 0.214
C -0.690 0.889 0.025
H 1.975 -1.427 3.074
H -0.307 -0.944 1.050
H -2.707 4.141 -0.394
H -0.126 -0.913 -0.564
H 0.217 1.312 -0.424
H -1.364 -3.115 -2.500
H -1.543 5.148 -0.446
H 0.770 -0.830 3.736
H -0.436 -4.211 -1.606
H 2.087 -0.933 -1.146
H 3.117 0.131 -1.058
H -1.576 1.500 0.180
```

--- three ---
# CH12NO4

5 unconnected molecules or ions with the total composition CH12NO4 (the ωB97M-V functional and the def2-TZVPD basis, the OMol25 dataset).

Values from the calculation:
LUMO energy: -3.92 eV
charge: +1
orbital gap: 11.23 eV

XYZ file:
```
18
CH12NO4 (the ωB97M-V functional and the def2-TZVPD basis)
O 0.665 -0.301 -0.947
O 0.229 -1.415 3.472
O -1.026 -0.585 1.181
O 0.218 -1.431 -3.480
N 0.377 2.214 -0.695
C -0.219 2.569 0.362
H -0.127 -1.267 4.354
H -0.470 -2.002 -3.838
H -0.097 -0.576 -0.395
H 0.936 -1.474 -4.123
H 0.674 2.903 -1.373
H -0.578 -1.010 1.943
H -1.779 -1.115 0.909
H 0.887 -2.111 3.568
H -0.340 3.597 0.660
H 0.718 -0.913 -1.711
H 0.522 1.136 -0.889
H -0.588 1.781 1.005
```

Order of stability, best first: three, one, two

--- one ---
# C4H9NOS2

A gas-phase ion, C4H9NOS2 (charge -1) (the ωB97M-V functional and the def2-TZVPD basis, the OMol25 dataset).

Values from the calculation:
LUMO energy (alpha / beta): 3.06 / 2.99 eV
⟨S²⟩: 0.75
spin multiplicity: 2
charge: -1
orbital gap (alpha / beta): 3.21 / 6.69 eV

XYZ file:
```
17
C4H9NOS2 (the ωB97M-V functional and the def2-TZVPD basis)
S 0.914 -2.521 1.648
S 0.687 -0.720 2.640
O -1.017 2.374 -1.208
N 0.370 0.006 -0.991
C -0.707 1.966 -0.026
C 0.790 0.602 1.352
C -0.333 -1.034 -1.709
C -0.225 0.543 0.222
H -0.758 2.639 0.842
H -0.319 -2.647 1.126
H 0.687 0.734 -1.610
H -1.414 -0.962 -1.573
H 0.587 1.465 1.998
H 0.008 -2.019 -1.374
H 1.798 0.681 0.961
H -1.086 -0.104 0.446
H 0.016 -1.003 -2.742
```

--- two ---
# C4H9NOS2

A gas-phase ion, C4H9NOS2 (charge -1) (the ωB97M-V functional and the def2-TZVPD basis, the OMol25 dataset).

Values from the calculation:
LUMO energy (alpha / beta): 3.09 / 3.05 eV
⟨S²⟩: 0.75
spin multiplicity: 2
charge: -1
orbital gap (alpha / beta): 3.21 / 6.60 eV

XYZ file:
```
17
C4H9NOS2 (the ωB97M-V functional and the def2-TZVPD basis)
S -2.051 0.749 -1.076
S -0.037 0.762 -0.773
O 2.792 0.964 0.876
N 0.698 -1.937 0.783
C 0.103 0.490 1.015
C 1.065 -0.641 1.319
C -2.382 -1.047 -1.110
C 2.480 -0.286 0.932
H -3.420 -1.247 -0.864
H 1.062 -2.140 -0.131
H -1.733 -1.500 -0.358
H 3.270 -1.026 1.105
H 1.107 -0.783 2.415
H 0.288 1.328 1.612
H 0.349 -2.680 1.353
H -2.063 -1.466 -2.062
H -0.901 0.132 1.264
```

Order of stability, best first: two, one

--- one ---
# C5H10FN

A single C5H10FN molecule (the ωB97M-V functional and the def2-TZVPD basis, the OMol25 dataset).

Values from the calculation:
LUMO energy: 1.06 eV
charge: 0
SMILES: CCC1(F)CNC1
orbital gap: 10.34 eV

XYZ file:
```
17
C5H10FN (the ωB97M-V functional and the def2-TZVPD basis)
F -1.466 -1.275 0.255
N 1.666 -0.365 -0.189
C -0.455 -0.326 0.082
C -0.977 1.053 0.243
C -0.030 2.129 -0.317
C 0.795 -0.617 0.998
C 0.505 -0.721 -1.079
H -1.922 1.119 -0.283
H 0.065 2.048 -1.423
H 2.490 -0.987 -0.265
H -1.183 1.133 1.321
H 0.501 -1.809 -1.279
H 0.336 -0.170 -2.032
H 0.981 0.053 1.882
H 0.932 2.103 0.222
H -0.512 3.100 -0.086
H 0.824 -1.659 1.409
```

--- two ---
# C5H10FN

A molecular structure, C5H10FN (the ωB97M-V functional and the def2-TZVPD basis, the OMol25 dataset).

Values from the calculation:
LUMO energy: 0.85 eV
charge: 0
orbital gap: 9.93 eV

XYZ file:
```
17
C5H10FN (the ωB97M-V functional and the def2-TZVPD basis)
F -0.623 1.206 2.673
N -0.398 -0.152 -1.827
C 0.622 1.077 0.392
C 0.807 -1.510 -0.497
C -1.024 -0.057 0.745
C -0.589 1.180 1.174
C 0.001 -0.234 -0.498
H 1.297 0.732 1.182
H -2.085 -0.453 0.954
H 1.273 1.747 -0.363
H 0.320 0.124 -2.413
H 1.416 -1.427 -1.516
H -0.532 -0.625 1.523
H 1.721 -1.828 0.389
H 0.083 -2.423 -0.458
H -0.930 2.114 0.667
H -1.359 0.530 -2.129
```

Order of stability, best first: one, two

--- one ---
# C6H7N3

A single C6H7N3 molecule (the ωB97M-V functional and the def2-TZVPD basis, the OMol25 dataset).

Values from the calculation:
LUMO energy (alpha / beta): -1.28 / -1.28 eV
charge: 0
orbital gap (alpha / beta): 5.94 / 5.94 eV

XYZ file:
```
16
C6H7N3 (the ωB97M-V functional and the def2-TZVPD basis)
N 0.519 -1.819 -0.084
N 2.613 1.077 0.026
N -1.732 -1.139 -0.013
C 0.160 0.448 0.017
C 1.695 -1.218 0.026
C -0.497 -0.835 -0.226
C 1.498 0.221 -0.001
C -2.079 1.221 -0.416
C -2.512 0.009 0.345
H 2.591 2.026 0.422
H -2.110 2.223 0.095
H 0.460 -2.801 -0.428
H -3.552 -0.252 0.009
H 2.555 -1.758 -0.077
H -2.536 0.112 1.465
H 3.164 0.576 0.633
```

--- two ---
# C6H7N3

A single C6H7N3 molecule (the ωB97M-V functional and the def2-TZVPD basis, the OMol25 dataset).

Values from the calculation:
LUMO energy: 0.87 eV
charge: 0
orbital gap: 7.62 eV

XYZ file:
```
16
C6H7N3 (the ωB97M-V functional and the def2-TZVPD basis)
N 0.664 0.376 -0.277
N -0.163 0.619 -1.247
N 1.926 0.076 -0.678
C -1.536 0.506 -1.260
C 2.016 0.267 1.504
C 2.772 0.031 0.391
C -3.151 -1.125 -0.026
C 0.706 0.492 1.069
C -2.368 -0.336 -0.693
H -1.930 1.146 -2.048
H -3.392 -2.123 -0.368
H 2.348 0.291 2.521
H -3.659 -0.810 0.878
H 2.129 0.048 -1.665
H 3.816 -0.165 0.268
H -0.179 0.705 1.632
```

Order of stability, best first: two, one